Molecular formula: C4H7FS
Method: DFT, wB97M-V/def2-TZVPD

Positions of all 13 atoms, in Å:
C: 3.1980 1.1118 -0.6559
C: 3.2273 0.0220 -0.1309
F: 3.1053 -1.2241 0.0799
H: 3.7999 1.8926 -0.6715
C: -1.1681 -0.4691 -1.4150
C: -0.2933 -0.1508 -0.1844
S: -0.0244 1.6007 -0.1343
H: -1.1357 -1.5284 -1.6861
H: -2.1462 0.0118 -1.3593
H: -0.6067 0.1365 -2.1228
H: 0.5055 -0.8392 0.0474
H: -0.8879 -0.2176 0.7048
H: -0.0900 1.9918 -1.5634

**Total charge**: 0
**SMILES**: C#CF.CCS
**Gap between HOMO and LUMO**: 9.3 eV
**E_HOMO**: -8.631 eV
**Molecular weight**: 106.2 g/mol
**Max |F|**: 4.29 eV/Å


Molecular formula: C4H7FS
Method: DFT, wB97M-V/def2-TZVPD

Positions of all 13 atoms, in Å:
F: -1.9637 0.6249 -0.7655
C: -1.0189 1.4192 -0.0763
C: 0.2713 0.6729 -0.3327
C: 0.0731 -0.6638 0.3047
C: 1.1184 -1.6608 0.2269
S: 2.7267 -1.4504 -0.0283
H: -1.1991 2.3927 -0.5553
H: -1.2936 1.3016 0.9345
H: 0.3970 0.5342 -1.3796
H: 1.1405 1.2174 0.1579
H: -0.3812 -0.5889 1.3112
H: -0.6865 -1.0808 -0.2999
H: 0.8159 -2.7180 0.5023

**Total charge**: 0
**SMILES**: FCCCC=S
**Gap between HOMO and LUMO**: 8.6 eV
**E_HOMO**: -8.739 eV
**Molecular weight**: 106.2 g/mol
**Max |F|**: 3.23 eV/Å


Molecular formula: C4H7FeO2
Method: DFT, wB97M-V/def2-TZVPD

Positions of all 14 atoms, in Å:
H: -0.8681 -0.1753 0.6453
O: -0.0309 1.5484 1.8346
C: 0.6534 1.1406 0.8949
C: 0.2019 -0.1071 0.2234
C: 0.1105 0.0399 -1.3024
C: -0.2468 -1.2613 -1.9738
O: -1.0997 -1.3680 -2.8214
Fe: -0.7608 0.8979 3.5527
H: 1.2564 1.8745 0.3326
H: -0.9407 -0.7184 3.0030
H: 1.0102 -0.8333 0.4406
H: 1.1010 0.3253 -1.6974
H: -0.6191 0.8074 -1.5884
H: 0.2327 -2.1708 -1.5437

**Spin multiplicity**: 5
**Total charge**: +1
**Expectation value of S²**: 6.009
**Gap between HOMO and LUMO (alpha / beta)**: 7.6 / 7.4 eV
**E_HOMO (alpha / beta)**: -13.196 / -13.197 eV
**Molecular weight**: 142.9 g/mol
**Max |F|**: 2.99 eV/Å


> Among the records above, which one has the highest max |F|?

number 1